Entry 1:
ORCA calculation (wB97M-V/def2-TZVPD) on a molecular structure, C7H14FN4OS.

Properties
Kohn-Sham gap in eV: 8.22
Charge: +1

Geometry (Å):
1 C -4.024 -1.632 -0.294
2 C -4.606 0.234 0.066
3 C -0.588 0.817 -1.176
4 C 1.846 0.383 1.144
5 C 1.438 -1.484 -0.512
6 C 2.139 0.812 -1.415
7 C 1.417 0.016 -0.282
8 N -5.094 -0.780 -0.737
9 N -3.621 -0.592 0.638
10 N 0.072 0.246 -0.292
11 N -2.573 -0.381 1.522
12 O -3.736 -2.764 -0.509
13 F -1.899 1.130 -0.929
14 S -5.185 1.808 0.163
15 H -0.304 1.300 -2.226
16 H 1.381 -0.077 2.021
17 H 2.810 -0.082 1.250
18 H 2.052 1.507 1.285
19 H 1.125 -1.782 -1.596
20 H 0.848 -2.051 0.226
21 H 2.498 -1.964 -0.450
22 H 1.839 1.808 -1.399
23 H 3.173 0.647 -1.417
24 H 1.720 0.228 -2.231
25 H -5.956 -0.794 -1.328
26 H -2.272 -1.245 1.964
27 H -1.847 0.207 0.966
28 H -4.480 2.068 1.210

---

Entry 2:
ORCA calculation (wB97M-V/def2-TZVPD) on C7H14FO5PSi in the gas phase.

Properties
Kohn-Sham gap in eV: 6.96
SMILES string: C=CC[Si@@](F)(CCCC(=O)O)P(=O)(O)O

Geometry (Å):
1 C -2.425 2.174 -2.024
2 C -1.221 2.895 -1.464
3 C -0.428 2.395 -0.079
4 Si -0.250 0.483 0.052
5 F 0.012 -0.326 -1.495
6 C 1.109 -0.088 1.349
7 C 2.572 -0.372 0.674
8 C 2.826 -1.891 0.130
9 C 1.521 -2.874 0.111
10 O 0.871 -3.380 1.161
11 O 1.016 -3.315 -1.232
12 P -2.179 -0.267 0.897
13 O -1.909 -0.577 2.454
14 O -2.741 -1.648 -0.002
15 O -3.309 1.088 0.883
16 H -2.374 1.455 -2.968
17 H -3.519 2.324 -1.576
18 H -0.859 3.830 -2.098
19 H 0.617 2.943 -0.023
20 H -1.093 2.769 0.834
21 H 0.702 -0.934 2.048
22 H 1.248 0.868 2.052
23 H 2.828 0.445 -0.156
24 H 3.380 -0.183 1.533
25 H 3.691 -2.474 0.691
26 H 3.212 -1.784 -0.995
27 H 1.876 -3.353 -1.778
28 H -2.050 -1.761 -0.743
29 H -3.123 1.559 1.768

---

Entry 3:
ORCA calculation (wB97M-V/def2-TZVPD) on a gas-phase ion, C7H14N (charge +1).

Properties
Kohn-Sham gap in eV: 9.94
SMILES string: C=[N+]=C[C@H](C)C(C)C
Charge: +1

Geometry (Å):
1 C 2.093 -2.794 0.459
2 N 1.220 -2.148 -0.144
3 C 0.338 -1.430 -0.608
4 C 0.492 0.272 -0.542
5 C 1.785 0.829 0.067
6 C -0.835 0.908 -0.071
7 C -1.330 0.453 1.219
8 C -1.998 0.751 -1.169
9 H 1.601 -2.830 1.392
10 H 2.954 -3.347 0.160
11 H -0.665 -1.607 -1.068
12 H 0.503 0.442 -1.703
13 H 1.663 0.845 1.155
14 H 2.589 0.253 -0.268
15 H 2.109 1.866 -0.103
16 H -0.493 1.974 -0.243
17 H -0.574 0.405 1.947
18 H -2.079 1.215 1.631
19 H -1.830 -0.454 1.217
20 H -1.474 0.721 -2.113
21 H -2.719 1.575 -1.047
22 H -2.621 -0.191 -1.124

---

Entry 4:
ORCA calculation (wB97M-V/def2-TZVPD) on a gas-phase ion, C7H14N (charge +1).

Properties
Kohn-Sham gap (alpha / beta) in eV: 4.65 / 8.27
Charge: +1

Geometry (Å):
1 C -3.571 -0.183 -0.471
2 C -2.412 0.451 0.219
3 C 1.246 -0.680 -0.426
4 C 0.180 -0.253 0.425
5 C 2.586 -1.219 0.061
6 C -1.125 -0.659 0.011
7 C 1.704 1.861 0.121
8 N 0.943 0.704 -0.305
9 H -4.144 -0.663 0.243
10 H -3.731 0.111 -1.552
11 H -1.925 1.248 -0.240
12 H 0.895 -1.060 -1.397
13 H 0.261 -0.156 1.478
14 H 3.225 -1.372 -0.763
15 H 2.367 -2.225 0.546
16 H 2.956 -0.417 0.728
17 H -2.432 0.668 1.214
18 H -1.474 -1.344 0.727
19 H -1.135 -1.087 -1.015
20 H 1.156 2.412 0.840
21 H 2.621 1.470 0.362
22 H 1.808 2.394 -0.805

---

Entry 5:
ORCA calculation (wB97M-V/def2-TZVPD) on a gas-phase ion, C7H14N (charge +2).

Properties
⟨S²⟩: 0.773
Kohn-Sham gap (alpha / beta) in eV: 9.44 / 8.22
Multiplicity: 2
Charge: +2

Geometry (Å):
1 C 1.153 0.478 -1.539
2 C 1.453 0.028 -0.037
3 C 0.326 -0.863 0.252
4 C -0.882 -0.570 0.908
5 C -1.248 0.766 1.263
6 C -1.978 0.946 2.383
7 C 0.414 -2.327 -0.276
8 N 0.071 1.462 -1.648
9 H 1.078 -0.370 -2.111
10 H 2.219 1.028 -1.668
11 H 2.427 -0.497 0.137
12 H 1.226 0.873 0.849
13 H -1.545 -1.305 1.292
14 H -1.001 1.546 0.560
15 H -2.291 1.871 2.915
16 H -2.466 -0.025 2.768
17 H 0.612 -2.180 -1.409
18 H 1.210 -2.942 0.156
19 H -0.417 -3.034 -0.184
20 H 0.425 2.195 -2.243
21 H -0.021 1.866 -0.660
22 H -0.767 1.054 -1.706

---

Entry 6:
ORCA calculation (wB97M-V/def2-TZVPD) on C7H14N2 in the gas phase.

Properties
Kohn-Sham gap in eV: 9.14
SMILES string: [H]/N=C(/N)C(=C)CC(C)C

Geometry (Å):
1 H -1.612 0.067 -2.280
2 N -1.839 0.861 -1.688
3 C -1.496 0.663 -0.478
4 N -1.626 1.679 0.433
5 C -0.935 -0.618 0.074
6 C -1.453 -1.128 1.227
7 C -0.046 -1.451 -0.762
8 C 1.310 -0.439 -0.072
9 C 1.614 0.614 -1.127
10 C 1.471 0.128 1.332
11 H -2.221 2.442 0.149
12 H -1.617 1.447 1.413
13 H -2.343 -0.724 1.683
14 H -1.069 -2.042 1.654
15 H 0.012 -2.485 -0.440
16 H 0.096 -1.242 -1.812
17 H 2.050 -1.249 -0.163
18 H 1.768 0.172 -2.105
19 H 0.816 1.347 -1.198
20 H 2.531 1.145 -0.871
21 H 1.214 -0.617 2.083
22 H 0.859 1.024 1.467
23 H 2.516 0.407 1.483

---

Entry 7:
ORCA calculation (wB97M-V/def2-TZVPD) on C7H14N2 in the gas phase.

Properties
Kohn-Sham gap in eV: 9.17
SMILES string: [H]/N=C(\CC)N(C)C(=C)C

Geometry (Å):
1 H -1.262 0.837 -2.267
2 N -1.225 0.691 -1.264
3 C -0.093 0.289 -0.843
4 C 1.072 0.006 -1.776
5 C 1.086 -1.451 -2.240
6 N 0.091 0.105 0.504
7 C 1.131 -0.757 1.019
8 C -0.898 0.514 1.424
9 C -1.238 -0.236 2.467
10 C -1.472 1.883 1.220
11 H 0.944 0.648 -2.653
12 H 2.027 0.272 -1.319
13 H 0.125 -1.710 -2.681
14 H 1.860 -1.600 -2.990
15 H 1.274 -2.129 -1.412
16 H 2.059 -0.623 0.468
17 H 0.849 -1.814 0.974
18 H 1.314 -0.492 2.060
19 H -1.944 0.127 3.191
20 H -0.862 -1.229 2.631
21 H -0.691 2.578 0.919
22 H -1.932 2.232 2.140
23 H -2.217 1.859 0.429

---

Entry 8:
ORCA calculation (wB97M-V/def2-TZVPD) on C7H14N2 in the gas phase.

Properties
Kohn-Sham gap (alpha / beta) in eV: 6.71 / 6.65

Geometry (Å):
1 C -0.579 1.442 0.291
2 C 1.733 -0.823 1.347
3 C 1.553 1.170 -0.866
4 C -1.400 -1.381 -1.256
5 C 0.299 -0.500 1.012
6 C 0.232 0.528 -0.458
7 N -1.932 1.304 0.489
8 C -0.104 -0.652 -1.200
9 N -0.637 -0.963 1.726
10 H -0.080 2.216 0.859
11 H -2.413 2.069 0.935
12 H -2.482 0.836 -0.214
13 H -1.571 -0.622 1.499
14 H 0.728 -1.100 -1.726
15 H 1.729 -1.492 2.205
16 H 2.233 -1.328 0.522
17 H 2.299 0.074 1.604
18 H 2.297 0.420 -1.125
19 H 1.977 1.795 -0.079
20 H 1.369 1.805 -1.733
21 H -1.324 -2.211 -1.959
22 H -1.682 -1.821 -0.284
23 H -2.244 -0.765 -1.589

---

Entry 9:
ORCA calculation (wB97M-V/def2-TZVPD) on C7H14N2 in the gas phase.

Properties
Kohn-Sham gap in eV: 8.27
SMILES string: CC/N=C/NC=C(C)C

Geometry (Å):
1 C -3.972 1.037 0.126
2 C -3.136 -0.216 -0.034
3 N -1.715 -0.048 -0.289
4 C -1.062 -1.158 0.019
5 N 0.296 -1.019 0.026
6 C 0.974 0.224 0.034
7 C 2.379 0.231 0.040
8 C 3.354 -0.899 0.015
9 C 2.999 1.646 -0.071
10 H -5.016 0.892 -0.083
11 H -3.380 1.993 -0.499
12 H -3.813 1.464 1.271
13 H -3.324 -0.821 -1.019
14 H -3.342 -1.060 0.679
15 H -1.503 -2.032 0.337
16 H 0.694 -2.030 -0.240
17 H 0.339 1.008 0.220
18 H 3.871 -0.993 -0.891
19 H 4.198 -0.301 0.814
20 H 2.965 -1.841 0.668
21 H 3.432 1.867 -0.991
22 H 3.647 1.951 0.758
23 H 1.951 2.182 0.044

---

Entry 10:
ORCA calculation (wB97M-V/def2-TZVPD) on 2 unconnected molecules or ions with the total composition C7H14N2.

Properties
Kohn-Sham gap in eV: 9.43
SMILES string: Cc1c[nH]cn1.CCC

Geometry (Å):
1 C 3.700 -0.714 0.650
2 C 2.319 -0.588 1.024
3 C 1.782 -0.697 2.259
4 N 0.580 -0.044 2.161
5 C 0.420 0.522 0.935
6 N 1.499 0.214 0.263
7 H 3.728 -1.256 -0.345
8 H 4.385 -1.189 1.320
9 H 4.082 0.351 0.449
10 H 2.041 -1.334 3.111
11 H -0.131 -0.024 2.836
12 H -0.376 1.042 0.494
13 C -1.937 -0.496 -0.442
14 C -1.922 -0.038 -1.902
15 C -2.609 1.289 -1.964
16 H -2.993 -0.740 -0.239
17 H -1.724 0.406 0.306
18 H -1.173 -1.147 -0.225
19 H -0.895 0.129 -2.262
20 H -2.252 -0.874 -2.564
21 H -2.226 2.284 -1.534
22 H -2.769 1.668 -3.000
23 H -3.529 1.237 -1.331